27
Properties=species:S:1:pos:R:3:nbo_charge:R:1 method="wB97M-V/def2-TZVPD" multiplicity=1 charge=+1
C 4.71 1.30 -1.06 -0.795
S 3.44 0.66 0.10 2.109
O 2.35 1.50 0.49 -0.847
O 4.22 -0.12 0.99 -0.858
C 2.53 -0.74 -0.89 0.159
N 1.73 -1.50 -0.46 -0.272
C 0.81 -2.40 -0.24 -0.093
C -0.53 -2.18 0.01 -0.082
C -1.39 -1.02 -0.02 0.094
C -0.85 0.19 0.39 -0.047
C -1.65 1.41 0.60 -0.502
C -3.15 1.30 0.07 -0.407
C -3.68 -0.09 0.35 -0.210
N -2.75 -1.11 -0.14 -0.556
H 5.48 1.69 -0.45 0.273
H 4.97 0.28 -1.66 0.277
H 4.37 2.04 -1.73 0.255
H 1.11 -3.35 -0.04 0.241
H -1.15 -3.16 0.26 0.238
H 0.26 0.18 0.58 0.223
H -1.52 1.74 1.71 0.266
H -1.02 2.30 0.26 0.274
H -3.89 1.97 0.46 0.242
H -3.01 1.59 -1.03 0.224
H -3.80 -0.13 1.39 0.191
H -4.56 -0.32 -0.12 0.222
H -3.02 -2.05 0.17 0.383

27
Properties=species:S:1:pos:R:3:nbo_charge:R:1 method="wB97M-V/def2-TZVPD" multiplicity=1 charge=0
H -5.07 2.15 0.78 0.332
N -4.07 2.40 0.70 -0.762
C -3.30 1.35 0.88 0.586
N -3.69 0.00 0.94 -0.848
N -1.91 1.56 0.99 -0.633
C -0.87 0.87 0.38 0.135
C -1.01 0.13 -0.83 -0.254
C 0.13 -0.42 -1.40 -0.294
C 1.37 -0.27 -0.81 0.270
O 2.50 -0.90 -1.25 -0.504
C 2.34 -1.61 -2.41 -0.257
C 1.47 0.39 0.42 0.270
O 2.66 0.46 1.09 -0.520
C 3.12 -0.75 1.62 -0.255
C 0.37 1.01 0.99 -0.265
H -4.60 -0.29 0.53 0.402
H -2.92 -0.63 0.88 0.394
H -1.70 2.52 1.21 0.413
H -2.00 0.04 -1.30 0.224
H -0.01 -0.90 -2.34 0.224
H 3.28 -2.21 -2.50 0.204
H 2.23 -0.86 -3.28 0.173
H 1.41 -2.27 -2.47 0.173
H 2.96 -1.54 0.79 0.192
H 2.57 -0.95 2.58 0.170
H 4.20 -0.67 1.85 0.194
H 0.54 1.41 1.97 0.234

27
Properties=species:S:1:pos:R:3:nbo_charge:R:1 method="wB97M-V/def2-TZVPD" multiplicity=1 charge=0
H 5.42 0.30 -0.06 0.341
N 4.66 -0.07 -0.59 -0.752
C 3.55 -0.09 0.05 0.590
N 3.40 0.39 1.39 -0.854
N 2.37 -0.68 -0.47 -0.648
C 1.06 -0.20 -0.31 0.127
C 0.72 1.14 -0.26 -0.271
C -0.65 1.53 -0.07 -0.244
C -1.62 0.54 -0.05 0.218
O -2.97 0.86 0.03 -0.502
C -3.22 2.22 -0.09 -0.266
C -1.30 -0.84 -0.28 0.273
O -2.31 -1.81 -0.46 -0.520
C -2.98 -2.10 0.78 -0.271
C 0.05 -1.19 -0.26 -0.253
H 3.96 1.17 1.71 0.387
H 2.37 0.51 1.59 0.388
H 2.62 -1.35 -1.19 0.417
H 1.48 1.95 -0.46 0.229
H -0.91 2.61 -0.12 0.229
H -4.32 2.20 0.13 0.205
H -2.97 2.61 -1.15 0.188
H -2.75 2.74 0.78 0.178
H -3.29 -1.10 1.30 0.200
H -2.33 -2.78 1.45 0.181
H -3.96 -2.70 0.47 0.200
H 0.35 -2.20 -0.39 0.227

28
Properties=species:S:1:pos:R:3:nbo_charge:R:1 method="wB97M-V/def2-TZVPD" multiplicity=1 charge=+2 smiles="C#[N+][C@]12CS[C@@H](CC)[C@@]1([N+]#C)NC(N)=N2"
C 3.94 1.93 -0.89 0.454
N 2.94 1.44 -0.69 -0.269
C 1.83 0.26 -0.80 0.321
C 1.20 0.18 -2.18 -0.552
S -0.36 -0.78 -1.83 0.325
C -0.70 0.26 -0.30 -0.359
C -1.87 -0.10 0.54 -0.437
C -3.16 -0.22 -0.29 -0.646
C 0.64 0.40 0.32 0.276
N 0.87 1.59 1.13 -0.221
C 0.63 2.59 1.63 0.497
N 0.96 -0.77 1.17 -0.642
C 2.02 -1.50 0.61 0.657
N 2.40 -2.70 1.04 -0.730
N 2.53 -0.89 -0.46 -0.583
H 4.81 2.54 -1.17 0.322
H 0.97 1.11 -2.56 0.230
H 1.69 -0.30 -3.03 0.302
H -0.92 1.26 -0.82 0.245
H -1.70 -0.94 1.26 0.218
H -2.02 0.76 1.24 0.223
H -3.68 0.72 -0.59 0.244
H -3.97 -0.84 0.21 0.260
H -3.12 -0.73 -1.24 0.237
H 0.44 3.39 2.32 0.323
H 0.16 -1.11 1.68 0.433
H 3.28 -3.14 0.80 0.453
H 1.96 -3.03 1.89 0.420

24
Properties=species:S:1:pos:R:3:nbo_charge:R:1 method="wB97M-V/def2-TZVPD" multiplicity=1 charge=0
C 0.55 -1.68 -0.32 0.684
C 2.63 1.23 0.65 -0.380
C 2.15 0.04 0.54 -0.208
C -1.51 -0.29 1.51 -0.407
C -0.98 0.90 0.52 -0.485
C -1.79 -1.42 0.52 -0.246
C 1.34 -0.41 -0.60 -0.334
C -0.54 0.20 -0.70 0.240
C -0.62 0.79 -2.13 -0.633
N -0.74 -1.27 -0.48 -0.478
O 1.02 -2.74 -0.03 -0.570
H 3.27 1.77 1.33 0.212
H 2.28 1.93 -0.11 0.174
H 2.04 -0.60 1.40 0.207
H -0.72 -0.53 2.26 0.213
H -2.35 0.15 2.00 0.220
H -1.81 1.51 0.28 0.212
H -0.19 1.43 1.12 0.241
H -1.51 -2.39 1.05 0.231
H -2.73 -1.46 -0.08 0.218
H 1.84 -0.08 -1.51 0.237
H -1.58 0.98 -2.51 0.213
H -0.01 0.20 -2.78 0.223
H -0.01 1.75 -1.93 0.216

24
Properties=species:S:1:pos:R:3:nbo_charge:R:1 method="wB97M-V/def2-TZVPD" multiplicity=1 charge=0 smiles="Cc1ccccc1.CC(N)=O"
C -3.38 -0.50 -1.44 -0.643
C -1.95 -0.84 -1.21 -0.047
C -1.31 -0.73 0.02 -0.197
C 0.04 -1.07 0.15 -0.215
C 0.75 -1.35 -1.01 -0.210
C 0.20 -1.28 -2.28 -0.209
C -1.18 -1.10 -2.34 -0.197
H -4.00 -0.28 -0.56 0.216
H -3.96 -1.32 -1.86 0.221
H -3.64 0.39 -2.01 0.221
H -1.83 -0.29 0.87 0.204
H 0.51 -1.07 1.12 0.213
H 1.80 -1.61 -0.97 0.219
H 0.76 -1.47 -3.18 0.218
H -1.74 -1.13 -3.27 0.205
C 2.41 1.08 2.97 -0.717
C 2.45 1.36 1.49 0.674
N 1.46 2.22 1.05 -0.835
O 3.32 0.97 0.74 -0.604
H 2.92 0.14 3.18 0.240
H 1.38 0.98 3.31 0.213
H 2.92 1.88 3.51 0.241
H 1.39 2.49 0.09 0.402
H 0.67 2.52 1.62 0.388

| no. | total energy (a.u.) |
| --- | --- |
| 1 | -1008.480110 |
| 2 | -665.448155 |
| 3 | -665.435357 |
| 4 | -1021.966487 |
| 5 | -480.614849 |
| 6 | -480.744848 |